# C30H84O12

A cluster of 12 separate species, C30H84O12 in total at a distorted geometry (wB97M-V/def2-TZVPD, the Open Molecules 2025 dataset).

Output
Kohn-Sham gap: 10.11 eV
ΔE to the lowest compared entry with this formula, charge and spin: 7.8 kcal/mol
SMILES: CC(C)O.CC(C)O.CC(C)O.CC(C)O.CC(C)O.CC(C)O.CC(C)O.CC(C)O.CC(C)O.CC(C)O.O.O
energy: -2096.227836 Ha

Geometry as XYZ:
```
126
C30H84O12 (wB97M-V/def2-TZVPD)
C 3.095 2.274 -0.098
C 3.391 3.537 -0.878
C 3.942 3.299 -2.340
O 2.174 4.305 -1.040
H 2.253 1.729 -0.437
H 2.940 2.436 0.972
H 3.975 1.617 -0.125
H 4.129 4.159 -0.398
H 4.773 2.616 -2.436
H 4.213 4.243 -2.809
H 3.085 2.958 -2.924
H 1.811 4.405 -0.180
C -1.168 4.418 -3.334
C -1.638 3.608 -2.149
C -2.922 4.020 -1.528
O -1.765 2.228 -2.572
H -0.184 4.066 -3.682
H -1.096 5.480 -3.015
H -2.012 4.393 -4.025
H -0.865 3.644 -1.353
H -2.802 4.968 -1.030
H -3.309 3.231 -0.888
H -3.686 4.050 -2.343
H -1.102 2.011 -3.228
C -3.879 3.236 3.473
C -3.964 1.701 3.381
C -2.865 1.092 4.236
O -5.211 1.258 3.822
H -2.908 3.536 3.040
H -3.895 3.521 4.546
H -4.707 3.763 2.991
H -3.882 1.435 2.289
H -2.971 1.343 5.263
H -1.885 1.473 3.851
H -2.833 0.011 4.126
H -5.148 0.287 3.879
C 2.847 -3.383 2.594
C 3.571 -4.088 1.424
C 4.663 -5.062 1.874
O 2.709 -4.778 0.524
H 3.555 -2.589 2.963
H 2.655 -4.050 3.445
H 1.920 -2.908 2.213
H 3.891 -3.268 0.826
H 5.319 -4.577 2.587
H 5.272 -5.464 1.040
H 4.165 -5.906 2.420
H 2.541 -5.601 0.993
C 0.494 -5.333 -2.629
C -0.224 -4.833 -1.380
C -1.722 -4.996 -1.438
O 0.237 -5.485 -0.210
H 0.320 -4.657 -3.504
H 0.133 -6.324 -2.948
H 1.599 -5.307 -2.456
H -0.003 -3.757 -1.360
H -2.248 -4.499 -2.257
H -2.238 -4.712 -0.543
H -1.996 -6.036 -1.610
H 1.124 -5.127 -0.049
C -5.105 -3.564 2.695
C -4.994 -2.099 2.762
C -5.768 -1.321 1.681
O -5.331 -1.610 4.065
H -6.098 -3.859 3.061
H -4.468 -4.108 3.353
H -5.008 -3.908 1.635
H -3.917 -1.827 2.641
H -6.838 -1.545 1.724
H -5.411 -1.708 0.743
H -5.633 -0.281 1.878
H -6.238 -1.888 4.228
C 4.904 -1.004 -1.820
C 3.406 -1.096 -1.363
C 2.606 -2.304 -1.868
O 3.379 -0.940 0.077
H 4.923 -1.204 -2.924
H 5.543 -1.738 -1.348
H 5.323 -0.029 -1.566
H 2.915 -0.179 -1.759
H 3.102 -3.238 -1.574
H 2.700 -2.259 -2.949
H 1.499 -2.347 -1.606
H 2.532 -1.145 0.411
C 1.843 -0.465 -4.672
C 1.539 0.918 -5.275
C 1.567 0.752 -6.823
O 0.217 1.274 -4.821
H 1.901 -0.429 -3.597
H 2.846 -0.800 -4.996
H 0.985 -1.107 -5.003
H 2.286 1.630 -4.970
H 1.022 1.582 -7.292
H 1.131 -0.239 -7.029
H 2.587 0.816 -7.215
H -0.301 0.456 -4.714
C 0.095 5.742 1.381
C -0.389 5.435 2.792
C 0.304 4.164 3.402
O -0.104 6.558 3.658
H -0.177 6.715 0.947
H -0.283 4.925 0.769
H 1.196 5.751 1.315
H -1.460 5.347 2.785
H 1.383 4.437 3.301
H 0.166 3.347 2.718
H 0.070 3.943 4.434
H 0.838 6.409 3.871
C -1.656 -1.026 -0.505
C -0.406 -0.378 0.006
C -0.678 0.967 0.642
O 0.140 -1.191 1.076
H -1.602 -2.156 -0.774
H -2.079 -0.574 -1.396
H -2.509 -0.870 0.151
H 0.377 -0.252 -0.751
H -1.343 0.745 1.479
H -1.179 1.650 -0.072
H 0.235 1.420 0.973
H -0.250 -2.058 1.135
O 1.842 0.133 2.873
H 1.258 0.434 3.549
H 1.297 -0.475 2.376
O -1.148 -3.803 2.114
H -0.678 -4.476 1.538
H -0.579 -3.660 2.866
```